No. 1
14
Properties=species:S:1:pos:R:3:lowdin_charge:R:1 method="wB97M-V/def2-TZVPD" relative_energy_kcal_mol=31.69 charge=+1 spin_multiplicity=2 homo_lumo_gap_ev="12.48 / 7.57" homo_ev="-15.70 / -15.63"
C -0.7020 -0.3534 -1.8541 -0.0407
O -0.0794 -1.1187 -0.8108 -0.1451
H -0.2904 -0.6736 -2.8082 0.1070
H -0.3940 0.6943 -1.6893 0.0913
H -1.7768 -0.4422 -1.9155 0.0995
C 0.5535 1.5200 1.4797 -0.0173
C -0.3469 -0.6810 0.4820 -0.1448
N 0.7212 0.3281 0.7577 0.1494
H -0.1552 1.4208 2.3039 0.1189
H 1.5056 1.8217 1.9381 0.1316
H 0.2659 2.3266 0.7798 0.1451
H -0.1188 -1.5067 1.1601 0.1667
H -1.3166 -0.2098 0.6442 0.1619
H 1.2807 0.4239 -0.0959 0.1766


No. 2
29
Properties=species:S:1:pos:R:3:lowdin_charge:R:1 method="wB97M-V/def2-TZVPD" relative_energy_kcal_mol=66.77 charge=+1 spin_multiplicity=3 homo_lumo_gap_ev="5.68 / 6.66" homo_ev="-8.49 / -13.17"
C 2.7722 -2.1009 1.3212 -0.0696
C 1.4889 -2.5993 1.2793 -0.0684
C 3.0097 -0.7676 1.0919 -0.0835
C 0.4115 -1.7633 0.9179 -0.0406
C 2.0000 0.0881 0.7910 -0.0261
C 0.7505 -0.4891 0.6518 -0.2006
C -1.5866 0.4644 1.2141 -0.0501
C 0.2879 1.7315 -1.5728 -0.0608
C -0.3567 0.4184 -2.2963 -0.0876
C -1.9876 1.9473 1.0827 -0.1399
C -0.4008 0.3883 0.2271 -0.2870
N -0.1950 1.6928 -0.1948 -0.0567
N -0.9339 -0.4325 -1.2290 0.0999
O -1.5665 2.2431 -0.2443 -0.0861
H 3.7147 -2.7533 1.5892 0.1630
H 1.3534 -3.6950 1.3858 0.1285
H 3.9757 -0.3721 1.2135 0.1043
H -0.6474 -2.2510 0.8016 0.1722
H 2.1223 1.1688 0.8202 0.1334
H -1.2425 0.1853 2.2479 0.1441
H -2.5025 -0.2026 1.0437 0.1473
H 1.3366 1.8255 -1.7004 0.1009
H -0.2140 2.7769 -1.9189 0.1846
H -1.1892 0.7194 -3.0069 0.1404
H 0.4274 -0.1756 -2.8607 0.1412
H -3.0059 2.3427 1.0592 0.1458
H -1.3503 2.5284 1.6929 0.1128
H -1.9802 -0.4500 -1.3638 0.1781
H -0.5473 -1.4177 -1.1973 0.1607


No. 3
73
Properties=species:S:1:pos:R:3:lowdin_charge:R:1 method="wB97M-V/def2-TZVPD" charge=+2 homo_lumo_gap_ev="4.51 / 4.51" homo_ev="-12.62 / -12.62"
N 1.8178 -0.2208 -0.8295 -0.0578
C 3.0412 -0.4808 -0.7465 -0.3235
O 4.1980 -0.7011 -0.7139 0.2193
Li -0.5878 1.1302 -3.7855 0.5983
Nb -0.1654 -0.0334 -0.9951 2.0013
N -0.5980 -1.4078 -2.4384 -0.2359
N -0.4837 1.5776 -2.2464 -0.3911
C -0.2565 -2.8388 -2.3206 -0.6558
C 0.3139 2.8117 -2.4944 -0.6584
C 0.8473 -3.1671 -3.3290 -0.0214
C -1.4962 -3.6984 -2.6145 -0.0224
C 0.2394 -3.1447 -0.9125 -0.0678
C -0.0766 3.3632 -3.8724 -0.0298
C 0.0471 3.8471 -1.4031 -0.0168
C 1.7934 2.4554 -2.5061 -0.0418
H 0.4973 -3.0510 -4.3607 0.0879
H 1.1704 -4.2073 -3.1944 0.1105
H 1.7165 -2.5150 -3.1796 0.0899
H -2.3531 -3.3537 -2.0236 0.1003
H -1.2873 -4.7412 -2.3394 0.1086
H -1.7697 -3.6865 -3.6747 0.0823
H 1.0847 -2.4990 -0.6373 0.0446
H 0.5998 -4.1824 -0.8786 0.1154
H -0.5608 -3.0501 -0.1682 0.0821
H 0.1281 2.6364 -4.6891 0.0858
H 0.5482 4.2417 -4.0816 0.1235
H -1.1240 3.6913 -3.9089 0.1057
H -0.9519 4.2928 -1.5032 0.0917
H 0.7846 4.6622 -1.4890 0.1166
H 0.1409 3.3953 -0.4054 0.0904
H 2.1149 2.0236 -1.5523 0.0639
H 2.3712 3.3758 -2.6865 0.1161
H 2.0454 1.7461 -3.3089 0.0975
C -1.9317 1.7673 -1.9856 -0.1134
H -2.3118 0.9329 -1.3525 0.0894
H -2.1414 2.7216 -1.4794 0.1049
H -2.5213 1.7413 -2.9253 0.1043
C -1.0628 -0.9936 -3.7975 -0.1331
H -1.4548 -1.8615 -4.3371 0.0962
H -1.9101 -0.2775 -3.7486 0.0727
H -0.2347 -0.5984 -4.4336 0.0904
C 3.4267 0.9052 2.9263 -0.0345
C 2.5343 -0.3035 2.8340 -0.2279
C 3.0082 -1.4454 2.1981 -0.0786
C 2.2389 -2.5971 2.0906 -0.0790
C 0.9441 -2.5903 2.5855 -0.0288
C 0.4233 -1.4153 3.1409 -0.2162
N -0.9220 -1.4653 3.5115 0.1085
C -1.8594 -0.4400 3.5081 -0.1977
C -2.7687 -0.3405 4.5668 0.0089
C -3.5470 0.8042 4.7037 -0.0277
C -3.4682 1.8428 3.7644 -0.0511
C -2.6431 1.7236 2.6516 -0.0033
C -1.8829 0.5580 2.5036 -0.1318
C -1.1036 0.3246 1.3241 -0.5318
O -0.3039 1.2028 0.8089 -0.1075
O -1.1879 -0.8070 0.6928 -0.1102
C 1.2308 -0.2798 3.3478 -0.1586
C 0.7336 0.9310 4.0686 -0.0083
H 3.0085 1.7638 2.3818 0.0899
H 3.5916 1.2152 3.9679 0.0930
H 4.4098 0.6885 2.4929 0.0846
H 4.0354 -1.4360 1.8255 0.1117
H 2.6511 -3.4945 1.6275 0.1177
H 0.2965 -3.4681 2.5220 0.1233
H -1.2544 -2.3454 3.8961 0.1618
H -2.8084 -1.1507 5.2998 0.1320
H -4.2170 0.8922 5.5598 0.1250
H -4.0654 2.7457 3.8938 0.1178
H -2.5698 2.4887 1.8774 0.1237
H 0.2581 1.6403 3.3767 0.0873
H 0.0207 0.6854 4.8642 0.1009
H 1.5697 1.4633 4.5356 0.0860


No. 4
20
Properties=species:S:1:pos:R:3:lowdin_charge:R:1 method="wB97M-V/def2-TZVPD" relative_energy_kcal_mol=32.01 charge=+1 homo_lumo_gap_ev=11.37 homo_ev=-14.39
C 0.0000 0.0000 0.0000 -0.0068
C 0.9550 2.0692 0.8017 -0.0154
C -0.4056 0.8477 2.2936 -0.0067
C 1.8445 -0.0997 1.6521 0.0332
N 0.5889 0.6689 1.1937 -0.4207
H -0.8374 0.6121 -0.3751 0.1178
H -0.4011 -0.9629 0.3584 0.1193
H 0.6936 -0.1967 -0.8348 0.1106
H 1.7145 2.0131 0.0038 0.1177
H 1.3556 2.6826 1.6262 0.1215
H 0.0567 2.5659 0.3980 0.1185
H -0.0170 1.5056 3.0890 0.1194
H -0.5727 -0.1566 2.7181 0.1185
H -1.3729 1.2484 1.9469 0.1231
H 1.7033 -1.1870 1.7720 0.1177
H 2.1249 0.3285 2.6292 0.1142
H 2.6715 0.0716 0.9426 0.1160
O 1.7643 -2.4099 -2.9408 -0.0790
H 1.1758 -1.6215 -2.9604 0.0321
H 1.2806 -3.0669 -2.3908 0.0491


No. 5
33
Properties=species:S:1:pos:R:3:lowdin_charge:R:1 method="wB97M-V/def2-TZVPD" charge=0 homo_lumo_gap_ev=6.85 homo_ev=-8.19
C 3.2570 3.8447 0.9134 -0.2758
C 4.3654 2.8692 0.5103 -0.1711
H 2.9374 4.4542 0.0646 0.0275
H 3.5551 4.5050 1.7428 0.0653
H 2.3806 3.2816 1.2563 -0.0738
H 4.0063 2.1209 -0.1686 0.0394
H 5.1863 3.4115 0.0275 0.0613
H 4.7582 2.3663 1.3897 0.0586
C -2.8692 1.0491 -0.7032 -0.1151
C -4.0373 0.9823 -1.4629 -0.0253
C -4.2208 -0.1007 -2.3236 -0.0431
C -3.2483 -1.0818 -2.4046 -0.0008
H -2.6985 1.7916 0.0707 0.0887
H -4.7986 1.7408 -1.3684 0.1105
H -5.1211 -0.2153 -2.9189 0.1157
H -3.4021 -2.0107 -2.9533 0.1053
N -1.8501 0.2022 -0.9212 0.0178
C -2.0264 -0.8726 -1.7312 -0.1842
C -0.8984 -1.8310 -1.7931 -0.1747
N 0.2168 -1.4717 -1.0907 0.0402
C 1.1850 -2.3920 -0.9214 -0.0849
C 0.0995 -3.9184 -2.4480 -0.0342
C 1.1957 -3.5928 -1.6353 -0.0349
H 1.9637 -2.1455 -0.1976 0.1247
H 2.0687 -4.2375 -1.5422 0.1134
C -1.0042 -3.0646 -2.4731 0.0079
H -1.9346 -3.3042 -2.9855 0.1056
H 0.0815 -4.8180 -3.0612 0.1162
Zn 0.1048 0.4066 -0.0706 0.2607
I 0.3211 2.8915 -0.2693 0.2999
O 0.0628 -0.4706 4.2637 0.0209
C 0.1292 -0.2746 3.0805 -0.5377
N 0.2345 -0.1154 1.8811 -0.0240


No. 6
17
Properties=species:S:1:pos:R:3:lowdin_charge:R:1 method="wB97M-V/def2-TZVPD" relative_energy_kcal_mol=78.45 charge=+1 smiles="C/C=C1C(C)=C/1[NH3+]" homo_lumo_gap_ev=7.77 homo_ev=-11.94
C -1.0805 -0.4708 -0.7894 -0.1200
C 0.3820 -0.4374 -0.4566 -0.0892
C 1.7249 -0.3319 -0.6354 -0.1051
C -0.7303 -0.2609 0.4734 -0.0871
C 2.7696 -0.1461 0.5309 -0.0733
C -2.1575 -0.5383 -1.6567 -0.0387
N -0.9206 -0.0861 1.9204 0.2449
H 2.1568 -0.2816 -1.6054 0.0835
H 2.1554 0.2099 1.3827 0.0500
H 3.3280 0.7054 0.0755 0.0858
H 3.3316 -1.0521 0.7940 0.0758
H -3.1974 -0.4534 -1.3427 0.0947
H -2.0853 -1.4419 -2.3190 0.1236
H -2.0757 0.4197 -2.3448 0.1580
H -0.2399 -0.6950 2.5184 0.2275
H -1.8755 -0.2279 2.3512 0.2016
H -0.6517 0.8800 2.0649 0.1681


No. 7
5
Properties=species:S:1:pos:R:3:lowdin_charge:R:1 method="wB97M-V/def2-TZVPD" relative_energy_kcal_mol=35.96 charge=-1 smiles=O[N-]S homo_lumo_gap_ev=5.59 homo_ev=-1.26
O 1.2208 0.0100 0.3846 -0.4253
N 0.3556 -0.9790 0.0961 -0.6870
S -1.0571 -0.1893 -0.6222 0.3378
H 1.1956 0.7312 -0.3149 0.0124
H -1.7149 0.4271 0.4565 -0.2379


No. 8
52
Properties=species:S:1:pos:R:3:lowdin_charge:R:1 method="wB97M-V/def2-TZVPD" charge=0 homo_lumo_gap_ev=8.69 homo_ev=-8.12
Ag -0.2522 1.1942 -0.0078 0.4624
Br -0.0679 3.5843 -0.4222 -0.2283
C 2.3688 -2.7515 -1.4253 -0.0142
C 1.8467 -1.3852 -0.8775 -0.4790
C 2.7729 -0.1802 -1.2945 -0.1403
C 2.5778 0.2523 -2.7436 -0.1583
C 1.0903 0.4349 -3.1250 -0.1697
C 0.1666 -0.6790 -2.7932 -0.4293
N 0.4606 -1.0735 -1.3799 -0.1332
O -0.3795 -2.1058 -0.9889 -0.0175
C -1.3639 -0.1992 -2.8683 -0.0220
C 0.2253 -1.9204 -3.9121 0.0042
C 1.7484 -1.6127 0.6483 -0.0355
H 3.4111 -2.8080 -1.0734 0.1019
H 2.3461 -2.6279 -2.4796 0.0539
H 1.7461 -3.4953 -1.0324 0.0589
H 2.4711 0.6591 -0.6277 0.1000
H 3.8404 -0.3862 -1.0632 0.1266
H 2.9854 -0.6283 -3.2531 0.1039
H 3.1477 1.1760 -2.8689 0.1201
H 1.0166 0.7028 -4.1891 0.1287
H 0.7166 1.3677 -2.6791 0.0796
H -2.0441 -0.9656 -2.5880 0.0685
H -1.5516 0.6729 -2.2793 0.0370
H -1.4732 0.0508 -3.9197 0.0802
H -0.6618 -1.8473 -4.5678 0.0754
H 1.1272 -1.7240 -4.4753 0.0624
H 0.2321 -2.9395 -3.5801 0.0502
H 2.7538 -1.7400 1.0550 0.0918
H 1.1576 -2.5014 0.8257 0.0756
H 1.2967 -0.7719 1.1782 0.0559
H -0.1167 -2.8441 -1.5079 0.0587
C -3.3066 3.0157 1.2307 -0.2684
C -3.1007 1.5401 1.4685 -0.2335
O -2.5531 0.9087 0.3053 -0.1766
O -4.2046 2.9298 0.1279 -0.0867
H -2.3824 3.5400 0.9843 0.0215
H -3.7127 3.4413 2.1468 0.1170
H -4.1168 1.1119 1.6888 0.1354
H -2.4122 1.3187 2.3066 0.1061
H -3.1884 0.9816 -0.4298 0.0955
H -4.4373 3.8574 -0.1179 0.1159
C 0.3999 0.6654 5.6167 -0.2832
C -0.4848 0.9878 4.4265 -0.2199
O -0.1507 0.0338 3.3861 -0.0955
O 0.1149 -0.6229 6.0198 -0.0285
H 0.2171 1.4356 6.3643 0.1169
H 1.4465 0.7710 5.3884 0.1161
H -0.3640 2.0131 4.0797 0.1249
H -1.4930 0.8637 4.7742 0.1081
H -0.4394 -0.8220 3.7581 0.0911
H 0.5734 -0.8789 6.7908 0.0754